Entry 1:
Computed, not measured: a 7-piece molecular cluster, C7H21N7O14 overall at a distorted geometry, with the ωB97M-V functional and the def2-TZVPD basis.

The highest occupied orbital energy comes out at -10.9 eV. The calculation puts the gap between HOMO and LUMO at 10.96 eV. The value obtained for the LUMO energy is 0.001 hartree. For the energy relative to the best compared isomer or geometry (same formula, charge and spin), the calculation gives 40.25 kcal/mol. The SMILES is C[N+](=O)[O-].C[N+](=O)[O-].C[N+](=O)[O-].C[N+](=O)[O-].C[N+](=O)[O-].C[N+](=O)[O-].C[N+](=O)[O-].

Each atom is followed by the atoms it is bonded to, with distances in Å.
Geometry (Å):
1 C -1.691 -3.826 13.262  N2 1.495, H5 1.090, H6 1.090, H7 1.090
2 N -0.702 -3.296 12.274  C1 1.495, O3 1.225, O4 1.246
3 O -0.532 -3.960 11.258  N2 1.225
4 O -0.160 -2.200 12.513  N2 1.246
5 H -1.667 -3.076 14.054  C1 1.090
6 H -1.367 -4.769 13.702  C1 1.090
7 H -2.632 -3.866 12.713  C1 1.090
8 C 3.317 3.263 2.481  N9 1.480, H12 1.090, H13 1.090, H14 1.090
9 N 2.050 2.567 2.794  C8 1.480, O10 1.245, O11 1.189
10 O 2.140 1.380 3.157  N9 1.245
11 O 1.017 3.142 2.665  N9 1.189
12 H 3.632 3.868 3.331  C8 1.090
13 H 3.139 3.919 1.629  C8 1.090
14 H 3.970 2.430 2.218  C8 1.090
15 C -2.925 -5.688 5.161  N16 1.477, H19 1.090, H20 1.090, H21 1.090
16 N -2.333 -4.387 5.533  C15 1.477, O17 1.229, O18 1.212
17 O -2.971 -3.429 5.963  N16 1.229
18 O -1.124 -4.385 5.440  N16 1.212
19 H -3.368 -6.058 6.086  C15 1.090
20 H -2.188 -6.346 4.701  C15 1.090
21 H -3.827 -5.444 4.601  C15 1.090
22 C 4.715 0.994 13.063  N23 1.475, H26 1.090, H27 1.090, H28 1.090
23 N 5.103 -0.426 12.976  C22 1.475, O24 1.220, O25 1.221
24 O 4.495 -1.194 13.704  N23 1.220
25 O 6.082 -0.742 12.320  N23 1.221
26 H 5.149 1.593 12.263  C22 1.090
27 H 5.028 1.332 14.052  C22 1.090
28 H 3.626 1.025 13.026  C22 1.090
29 C 3.875 -2.592 7.745  N30 1.508, H33 1.090, H34 1.090, H35 1.090
30 N 5.321 -2.976 7.558  C29 1.508, O31 1.239, O32 1.232
31 O 5.592 -4.172 7.387  N30 1.239
32 O 6.129 -2.058 7.410  N30 1.232
33 H 3.270 -3.495 7.664  C29 1.090
34 H 3.743 -1.901 6.913  C29 1.090
35 H 3.756 -2.164 8.741  C29 1.090
36 C 8.190 3.428 6.162  N37 1.501, H40 1.090, H41 1.090, H42 1.090
37 N 7.387 4.504 6.835  C36 1.501, O38 1.206, O39 1.223
38 O 7.933 5.575 6.923  N37 1.206
39 O 6.253 4.291 7.242  N37 1.223
40 H 7.518 2.974 5.434  C36 1.090
41 H 8.581 2.690 6.862  C36 1.090
42 H 9.012 3.884 5.611  C36 1.090
43 C 7.649 -9.014 4.520  N44 1.474, H47 1.090, H48 1.090, H49 1.090
44 N 8.184 -8.636 3.200  C43 1.474, O45 1.224, O46 1.234
45 O 9.330 -8.207 3.167  N44 1.224
46 O 7.335 -8.676 2.305  N44 1.234
47 H 7.630 -10.094 4.667  C43 1.090
48 H 6.634 -8.635 4.637  C43 1.090
49 H 8.290 -8.457 5.202  C43 1.090

---

Entry 2:
Computed, not measured: a 4-piece molecular cluster, C38H66BN6O6 overall at a distorted geometry, with the ωB97M-V functional and the def2-TZVPD basis.

The highest occupied orbital energy (spin up / spin down) comes out at -8.6 / -8.9 eV. The calculation puts the gap between HOMO and LUMO (spin up / spin down) at 8.47 / 8.77 eV. The value obtained for the LUMO energy (spin up / spin down) is -0.004 / -0.004 hartree. As for the spin multiplicity: 4.

Each atom is followed by the atoms it is bonded to, with distances in Å.
Geometry (Å):
1 C -2.305 1.030 0.805  C2 1.554, H19 1.108, H20 1.103, H21 1.104
2 C -3.259 1.212 2.019  C1 1.554, B3 1.597, H22 1.110, H23 1.107
3 B -3.573 -0.140 2.808  C2 1.597, O4 1.369, C5 1.609
4 O -3.239 -1.391 2.365  B3 1.369, H24 0.967
5 C -4.292 0.032 4.236  B3 1.609, C6 1.444, N18 1.328
6 C -5.722 -0.102 4.381  C5 1.444, N7 1.319, H25 1.102
7 N -6.417 0.039 5.493  C6 1.319, C8 1.369
8 C -5.586 0.361 6.533  N7 1.369, C9 1.443, C17 1.410
9 C -6.190 0.594 7.823  C8 1.443, C10 1.368, H26 1.096
10 C -5.441 0.936 8.914  C9 1.368, C11 1.446, H27 1.094
11 C -4.001 1.045 8.830  C10 1.446, C12 1.371, H28 1.092
12 C -3.408 0.817 7.616  C11 1.371, C13 1.537, C17 1.439
13 C -1.884 0.904 7.439  C12 1.537, O14 1.431, H29 1.107, H30 1.108
14 O -1.227 1.347 8.630  C13 1.431, N15 1.420
15 N -0.538 2.542 8.295  O14 1.420, O16 1.171
16 O -0.760 3.309 9.151  N15 1.171
17 C -4.184 0.483 6.450  C8 1.410, C12 1.439, N18 1.369
18 N -3.508 0.305 5.273  C5 1.328, C17 1.369
19 H -2.147 2.036 0.368  C1 1.108
20 H -2.729 0.409 -0.001  C1 1.103
21 H -1.307 0.680 1.119  C1 1.104
22 H -2.772 1.883 2.757  C2 1.110
23 H -4.228 1.679 1.754  C2 1.107
24 H -3.242 -1.454 1.400  O4 0.967
25 H -6.296 -0.331 3.469  C6 1.102
26 H -7.276 0.518 7.952  C9 1.096
27 H -5.906 1.137 9.884  C10 1.094
28 H -3.355 1.302 9.672  C11 1.092
29 H -1.515 -0.075 7.077  C13 1.107
30 H -1.705 1.599 6.595  C13 1.108
31 C -1.289 1.537 -5.983  C32 1.545, H42 1.092, H43 1.084, H44 1.092
32 C -0.727 1.082 -4.618  C31 1.545, C33 1.534, N37 1.495, C41 1.536
33 C 0.375 0.033 -4.821  C32 1.534, C34 1.527, H45 1.095, H46 1.093
34 C -0.176 -1.328 -5.238  C33 1.527, C35 1.528, H47 1.093, H48 1.092
35 C -1.204 -1.811 -4.216  C34 1.528, C36 1.533, H49 1.093, H50 1.095
36 C -2.332 -0.798 -3.992  C35 1.533, N37 1.499, C39 1.546, C40 1.533
37 N -1.816 0.583 -3.724  C32 1.495, C36 1.499, O38 1.310
38 O -1.354 0.596 -2.499  N37 1.310
39 C -3.266 -0.814 -5.224  C36 1.546, H51 1.092, H52 1.091, H53 1.088
40 C -3.243 -1.284 -2.857  C36 1.533, H54 1.091, H55 1.090, H56 1.093
41 C -0.080 2.366 -4.077  C32 1.536, H57 1.092, H58 1.091, H59 1.089
42 H -0.481 1.649 -6.708  C31 1.092
43 H -2.005 0.864 -6.440  C31 1.084
44 H -1.795 2.501 -5.895  C31 1.092
45 H 0.951 -0.090 -3.899  C33 1.095
46 H 1.084 0.380 -5.576  C33 1.093
47 H -0.618 -1.268 -6.236  C34 1.093
48 H 0.639 -2.053 -5.304  C34 1.092
49 H -1.622 -2.765 -4.547  C35 1.093
50 H -0.688 -2.016 -3.272  C35 1.095
51 H -3.939 0.046 -5.221  C39 1.092
52 H -3.886 -1.712 -5.227  C39 1.091
53 H -2.734 -0.849 -6.173  C39 1.088
54 H -2.701 -1.445 -1.924  C40 1.091
55 H -3.700 -2.238 -3.121  C40 1.090
56 H -4.049 -0.570 -2.670  C40 1.093
57 H -0.840 3.132 -3.903  C41 1.092
58 H 0.624 2.762 -4.809  C41 1.091
59 H 0.464 2.210 -3.148  C41 1.089
60 C 4.470 4.752 4.601  C61 1.545, H71 1.092, H72 1.083, H73 1.092
61 C 3.361 5.697 4.088  C60 1.545, C62 1.535, N66 1.494, C70 1.536
62 C 3.376 7.012 4.878  C61 1.535, C63 1.527, H74 1.095, H75 1.093
63 C 2.823 6.858 6.294  C62 1.527, C64 1.530, H76 1.093, H77 1.092
64 C 1.411 6.270 6.241  C63 1.530, C65 1.532, H78 1.093, H79 1.095
65 C 1.353 4.947 5.471  C64 1.532, N66 1.498, C68 1.547, C69 1.533
66 N 2.023 5.034 4.134  C61 1.494, C65 1.498, O67 1.310
67 O 1.225 5.707 3.342  N66 1.310
68 C 1.990 3.838 6.341  C65 1.547, H80 1.092, H81 1.091, H82 1.089
69 C -0.105 4.494 5.339  C65 1.533, H83 1.091, H84 1.090, H85 1.093
70 C 3.810 5.990 2.649  C61 1.536, H86 1.092, H87 1.091, H88 1.089
71 H 5.382 5.315 4.810  C60 1.092
72 H 4.239 4.215 5.514  C60 1.083
73 H 4.710 3.991 3.856  C60 1.092
74 H 2.789 7.773 4.354  C62 1.095
75 H 4.396 7.401 4.931  C62 1.093
76 H 3.485 6.226 6.891  C63 1.093
77 H 2.795 7.831 6.788  C63 1.092
78 H 1.043 6.123 7.260  C64 1.093
79 H 0.744 7.005 5.778  C64 1.095
80 H 2.188 2.939 5.754  C68 1.092
81 H 1.326 3.549 7.158  C68 1.091
82 H 2.907 4.147 6.840  C68 1.089
83 H -0.733 5.236 4.844  C69 1.091
84 H -0.540 4.326 6.324  C69 1.090
85 H -0.174 3.556 4.781  C69 1.093
86 H 3.793 5.077 2.050  C70 1.092
87 H 4.835 6.364 2.650  C70 1.091
88 H 3.189 6.733 2.152  C70 1.089
89 C 1.581 -7.153 -7.615  C90 1.545, H100 1.092, H101 1.083, H102 1.092
90 C 1.859 -5.777 -6.970  C89 1.545, C91 1.534, N95 1.495, C99 1.536
91 C 3.238 -5.259 -7.398  C90 1.534, C92 1.527, H103 1.095, H104 1.092
92 C 4.386 -6.000 -6.716  C91 1.527, C93 1.530, H105 1.093, H106 1.092
93 C 4.225 -5.926 -5.196  C92 1.530, C94 1.533, H107 1.093, H108 1.095
94 C 2.864 -6.448 -4.723  C93 1.533, N95 1.498, C97 1.546, C98 1.534
95 N 1.723 -5.841 -5.483  C90 1.495, C94 1.498, O96 1.309
96 O 1.576 -4.615 -5.050  N95 1.309
97 C 2.854 -7.989 -4.842  C94 1.546, H109 1.092, H110 1.091, H111 1.088
98 C 2.718 -6.212 -3.214  C94 1.534, H112 1.090, H113 1.090, H114 1.092
99 C 0.785 -4.884 -7.608  C90 1.536, H115 1.093, H116 1.091, H117 1.089
100 H 1.931 -7.165 -8.649  C89 1.092
101 H 2.056 -7.998 -7.133  C89 1.083
102 H 0.512 -7.371 -7.622  C89 1.092
103 H 3.326 -4.192 -7.171  C91 1.095
104 H 3.348 -5.347 -8.481  C91 1.092
105 H 4.419 -7.039 -7.053  C92 1.093
106 H 5.339 -5.550 -7.003  C92 1.092
107 H 5.026 -6.496 -4.720  C93 1.093
108 H 4.359 -4.886 -4.880  C93 1.095
109 H 1.842 -8.387 -4.745  C97 1.092
110 H 3.456 -8.441 -4.052  C97 1.091
111 H 3.297 -8.359 -5.764  C97 1.088
112 H 2.826 -5.162 -2.941  C98 1.090
113 H 3.491 -6.756 -2.670  C98 1.090
114 H 1.749 -6.565 -2.855  C98 1.092
115 H -0.213 -5.213 -7.309  C99 1.093
116 H 0.843 -4.955 -8.695  C99 1.091
117 H 0.891 -3.833 -7.341  C99 1.089